No. 1
{
  "formula": "C7H5F3N2O",
  "method": "ωB97M-V/def2-TZVPD",
  "orbital_gap_ev": 9.34,
  "total_energy_ha": -754.00595,
  "elements": ["C", "C", "C", "C", "C", "C", "C", "N", "N", "O", "F", "F", "F", "H", "H", "H", "H", "H"],
  "positions_angstrom": [[-0.012, -1.850, 1.151], [-0.157, -0.042, -0.451], [-0.445, -1.469, -2.164], [0.685, -1.064, 0.217], [0.797, -2.072, -1.661], [-0.103, 1.291, 0.183], [2.194, -1.596, -2.215], [-0.457, -2.483, 1.996], [-0.709, -0.201, -1.605], [-1.275, -1.946, -2.940], [2.423, -2.078, -3.495], [2.470, -0.255, -2.195], [3.105, -2.068, -1.362], [1.699, -0.790, 0.391], [0.695, -3.164, -1.609], [-1.040, 1.836, 0.271], [0.703, 1.882, -0.346], [0.089, 1.160, 1.258]]
}



No. 2
{
  "formula": "C7H5F3OS",
  "method": "ωB97M-V/def2-TZVPD",
  "spin_multiplicity": 3,
  "orbital_gap_ev": [8.05, 7.67],
  "total_energy_ha": -1042.54097,
  "elements": ["C", "C", "C", "C", "C", "C", "C", "O", "F", "F", "F", "S", "H", "H", "H", "H", "H"],
  "positions_angstrom": [[-2.552, 0.101, 0.191], [-1.920, 0.656, -0.956], [-1.748, -0.550, 1.112], [-0.580, 0.533, -1.117], [-0.407, -0.709, 0.923], [0.192, -0.234, -0.220], [2.543, 0.878, 0.712], [2.331, -1.764, 0.314], [3.689, 0.529, 1.253], [2.810, 2.014, -0.033], [1.964, -0.766, -2.112], [2.022, -0.496, -0.370], [-3.690, 0.104, 0.314], [-2.389, 1.083, -1.753], [-2.081, -0.849, 2.110], [-0.164, 0.911, -1.994], [-0.019, -1.439, 1.625]]
}



No. 3
{
  "formula": "C7H5FN2O2S",
  "method": "ωB97M-V/def2-TZVPD",
  "orbital_gap_ev": 8.23,
  "total_energy_ha": -1027.73705,
  "elements": ["C", "C", "C", "C", "C", "C", "C", "N", "N", "O", "O", "F", "S", "H", "H", "H", "H", "H"],
  "positions_angstrom": [[1.102, 0.476, -1.484], [2.017, 1.208, 1.918], [-0.258, 0.217, -1.343], [3.290, 1.616, 1.579], [1.865, 0.720, -0.336], [1.752, -3.541, -0.791], [-0.084, 0.397, 0.900], [-0.872, 0.276, -0.139], [1.184, 0.788, 0.881], [2.649, -4.003, -0.296], [0.884, -3.132, -1.374], [-3.221, -0.814, 0.220], [3.403, 1.323, -0.169], [1.638, 0.610, -2.465], [1.473, 1.519, 2.787], [-0.965, 0.058, -2.207], [-0.581, 0.383, 1.837], [-2.347, -0.463, -0.009]]
}



No. 4
{
  "formula": "C7H5FO3",
  "method": "ωB97M-V/def2-TZVPD",
  "smiles": "O=C(O)c1cc(O)cc(F)c1",
  "orbital_gap_ev": 9.56,
  "total_energy_ha": -595.31788,
  "elements": ["O", "C", "O", "C", "C", "C", "O", "C", "C", "F", "C", "H", "H", "H", "H", "H"],
  "positions_angstrom": [[-2.921, -1.401, 0.367], [-2.429, -0.343, 0.041], [-2.995, 0.819, -0.159], [-0.934, -0.272, -0.021], [-0.226, 0.917, -0.049], [1.213, 0.937, 0.080], [1.726, 2.186, 0.156], [1.907, -0.244, 0.129], [1.140, -1.431, -0.040], [1.882, -2.588, -0.050], [-0.203, -1.411, -0.082], [-2.264, 1.413, -0.373], [-0.662, 1.860, -0.117], [2.660, 2.143, 0.120], [3.021, -0.401, 0.100], [-0.915, -2.186, -0.102]]
}



No. 5
{
  "formula": "C7H5IO4",
  "method": "ωB97M-V/def2-TZVPD",
  "charge": -2,
  "orbital_gap_ev": 5.85,
  "total_energy_ha": -868.28728,
  "elements": ["C", "C", "C", "C", "C", "C", "C", "O", "O", "O", "O", "I", "H", "H", "H", "H", "H"],
  "positions_angstrom": [[1.677, 0.087, -0.924], [0.924, -0.258, -0.033], [-0.248, -2.326, 0.237], [-1.934, 1.322, 1.698], [2.434, 0.984, -1.817], [0.004, -0.978, 0.785], [-1.903, 0.238, 0.670], [0.141, -3.191, 1.070], [-1.585, 2.438, 1.312], [-0.694, -2.420, -0.904], [-2.246, 0.994, 2.889], [-2.009, 0.971, -1.352], [2.380, 0.490, -2.786], [3.515, 1.023, -1.690], [1.977, 2.074, -1.855], [0.051, -0.847, 1.940], [-2.484, -0.602, 0.761]]
}



No. 6
{
  "formula": "C7H5NO2",
  "method": "ωB97M-V/def2-TZVPD",
  "orbital_gap_ev": 6.85,
  "total_energy_ha": -474.59660,
  "elements": ["C", "C", "C", "C", "C", "C", "C", "N", "O", "O", "H", "H", "H", "H", "H"],
  "positions_angstrom": [[0.938, 2.444, -0.186], [2.252, 2.165, 0.072], [-0.410, 2.311, -0.608], [0.225, 0.404, 0.728], [1.445, 1.182, 0.564], [-0.845, 1.198, 0.056], [0.316, -1.023, 0.167], [-2.599, 0.609, 0.046], [-3.368, 1.492, 0.313], [-2.791, -0.545, -0.223], [-1.083, 3.117, -0.919], [-0.092, 0.232, 1.789], [0.927, -1.116, -0.693], [-0.731, -1.221, -0.139], [0.672, -1.801, 0.886]]
}



No. 7
{
  "formula": "C7H5NO3",
  "method": "ωB97M-V/def2-TZVPD",
  "orbital_gap_ev": 8.34,
  "total_energy_ha": -550.05054,
  "elements": ["C", "C", "C", "C", "C", "C", "C", "N", "O", "O", "O", "H", "H", "H", "H", "H"],
  "positions_angstrom": [[1.412, -0.013, 0.697], [1.590, -0.559, -1.827], [1.338, -0.830, -0.506], [0.187, 0.509, 0.908], [-0.914, 0.351, -0.071], [-1.618, 1.458, 1.775], [-0.188, -1.681, -1.729], [0.611, -1.122, -2.583], [-0.257, 1.254, 1.975], [0.228, -1.640, -0.481], [-1.926, 0.917, 0.485], [2.286, 0.154, 1.297], [2.390, -0.003, -2.270], [-2.215, 0.935, 2.537], [-1.867, 2.527, 1.779], [-1.056, -2.257, -1.986]]
}



No. 8
{
  "formula": "C7H5NO5S2",
  "method": "ωB97M-V/def2-TZVPD",
  "orbital_gap_ev": 8.45,
  "total_energy_ha": -1496.81715,
  "elements": ["C", "C", "C", "C", "C", "C", "C", "N", "O", "O", "O", "O", "O", "S", "S", "H", "H", "H", "H", "H"],
  "positions_angstrom": [[-1.617, -1.347, 4.270], [-0.374, 1.542, 2.473], [-1.060, 0.685, 3.148], [-2.556, -1.050, 1.329], [-0.486, -0.288, 0.153], [-2.025, -0.169, 0.450], [0.787, -0.585, -1.876], [-1.757, -0.101, 3.759], [-1.906, -1.733, 5.369], [0.106, -1.291, 0.946], [-1.229, -3.504, 1.260], [-1.125, -2.197, 3.281], [-0.411, -0.510, -1.115], [0.171, 1.439, 0.771], [-1.234, -2.111, 1.617], [0.164, 2.298, 2.894], [-2.322, 0.780, 0.024], [0.500, -0.846, -2.826], [1.496, -1.339, -1.296], [1.253, 0.345, -1.902]]
}



No. 9
{
  "formula": "C7H5NS",
  "method": "ωB97M-V/def2-TZVPD",
  "smiles": "S=C=Nc1ccccc1",
  "orbital_gap_ev": 8.95,
  "total_energy_ha": -722.64205,
  "elements": ["S", "C", "N", "C", "C", "C", "C", "C", "C", "H", "H", "H", "H", "H"],
  "positions_angstrom": [[-3.733, 0.098, -0.177], [-2.135, -0.061, 0.094], [-0.932, -0.303, 0.446], [0.427, -0.114, 0.168], [1.110, 1.152, 0.131], [2.495, 1.292, -0.124], [3.300, 0.109, -0.112], [2.634, -1.060, -0.062], [1.204, -1.263, -0.063], [0.581, 2.099, 0.227], [3.000, 2.270, -0.141], [4.348, 0.055, -0.316], [3.233, -1.916, -0.175], [0.871, -2.282, -0.069]]
}



No. 10
{
  "formula": "C7H6",
  "method": "ωB97M-V/def2-TZVPD",
  "orbital_gap_ev": 8.23,
  "total_energy_ha": -270.05416,
  "elements": ["C", "C", "C", "C", "C", "C", "C", "H", "H", "H", "H", "H", "H"],
  "positions_angstrom": [[-0.575, -1.418, 0.847], [-1.727, -0.806, 0.977], [-1.919, 0.481, 0.244], [-1.812, -0.090, -1.041], [0.331, -0.877, -0.268], [-0.751, 1.387, 0.314], [-0.336, 0.387, -0.812], [-0.231, -2.250, 1.437], [1.327, -0.690, 0.144], [0.415, -1.610, -1.075], [-0.940, 2.382, -0.083], [-0.163, 1.426, 1.232], [0.161, 0.820, -1.677]]
}



No. 11
{
  "formula": "C7H6",
  "method": "ωB97M-V/def2-TZVPD",
  "smiles": "C#C/C=C\\CC#C",
  "orbital_gap_ev": 9.87,
  "total_energy_ha": -270.13515,
  "elements": ["C", "C", "C", "C", "C", "C", "C", "H", "H", "H", "H", "H", "H"],
  "positions_angstrom": [[0.032, -1.566, -1.840], [-0.216, -1.483, -0.665], [-0.510, -1.339, 0.718], [-0.667, -0.140, 1.351], [-0.451, 1.208, 0.822], [0.678, 1.140, -0.132], [1.574, 1.206, -0.908], [0.253, -1.288, -2.832], [-0.589, -2.322, 1.077], [-0.868, -0.048, 2.360], [-1.188, 1.645, 0.237], [-0.269, 2.072, 1.473], [2.220, 0.915, -1.660]]
}